1.
Computed, not measured: C31H29IN4PS2Se2V as an isolated structure, with wB97M-V/def2-TZVPD.

Properties
multiplicity: 3
Kohn-Sham gap (alpha / beta): 6.84 / 6.98 eV
total charge: 0

Geometry (Å):
V1 -0.72 -0.35 0.48
S1 -1.54 -1.22 2.46
C1 -0.74 -2.78 2.52
C2 -0.69 -3.44 3.81
N1 -0.67 -3.95 4.84
C3 -0.19 -3.36 1.44
S2 -0.21 -2.61 -0.15
C4 0.47 -4.64 1.55
N2 1.02 -5.65 1.60
C5 3.60 -1.60 -0.53
Se1 2.15 -0.38 -0.93
C6 3.18 1.19 -1.40
C7 2.83 1.71 -2.78
Se2 0.93 1.90 -3.18
C8 0.81 0.42 -4.43
H1 4.20 -1.22 0.29
H2 4.21 -1.77 -1.41
H3 3.13 -2.54 -0.22
H4 4.23 0.90 -1.38
H5 3.02 1.95 -0.63
H6 3.21 1.02 -3.54
H7 3.30 2.68 -2.95
H8 1.50 0.56 -5.26
H9 -0.21 0.40 -4.82
H10 1.01 -0.51 -3.91
N3 -0.28 1.37 0.82
P1 0.33 2.47 1.76
C9 -0.38 2.53 3.42
C10 -1.69 2.10 3.61
C11 -2.28 2.16 4.86
C12 -1.56 2.67 5.94
C13 -0.26 3.11 5.76
C14 0.33 3.04 4.51
C15 2.10 2.27 2.02
C16 3.01 3.32 1.91
C17 4.37 3.10 2.11
C18 4.82 1.83 2.43
C19 3.92 0.78 2.56
C20 2.57 1.00 2.35
C21 0.09 4.12 1.09
C22 0.61 4.38 -0.19
C23 0.40 5.60 -0.80
C24 -0.34 6.58 -0.15
C25 -0.87 6.34 1.11
C26 -0.65 5.11 1.73
H11 -2.24 1.69 2.78
H12 -3.29 1.81 5.00
H13 -2.02 2.71 6.92
H14 0.30 3.49 6.60
H15 1.36 3.36 4.38
H16 2.66 4.32 1.67
H17 5.07 3.92 2.02
H18 5.88 1.65 2.59
H19 4.27 -0.21 2.82
H20 1.87 0.17 2.45
H21 1.17 3.62 -0.70
H22 0.80 5.79 -1.79
H23 -0.51 7.54 -0.63
H24 -1.45 7.10 1.61
H25 -1.07 4.92 2.71
I1 -5.87 2.31 -0.23
C27 -4.38 1.13 -1.03
C28 -4.33 0.83 -2.38
C29 -3.31 0.03 -2.86
C30 -2.35 -0.42 -1.97
N4 -2.38 -0.11 -0.68
C31 -3.38 0.64 -0.20
H26 -5.10 1.20 -3.05
H27 -3.25 -0.25 -3.90
H28 -1.53 -1.06 -2.29
H29 -3.38 0.84 0.86



2.
Computed, not measured: a 2-piece molecular cluster, C33H36O2 overall in a non-equilibrium geometry, with wB97M-V/def2-TZVPD.

Properties
multiplicity: 1
Kohn-Sham gap: 1.72 eV
energy relative to the best compared isomer or geometry (same formula, charge and spin): 0.00 kcal per mole
total charge: 0

Geometry (Å):
C1 1.74 3.43 -0.17
C2 1.19 2.24 0.61
C3 1.91 0.98 0.13
C4 1.48 2.48 2.09
C5 -0.33 2.07 0.37
C6 -1.10 1.07 1.12
O1 -0.62 0.51 2.15
C7 -2.46 0.77 0.64
C8 -3.26 -0.46 1.16
C9 -4.69 -0.45 0.61
C10 -3.33 -0.46 2.69
C11 -2.57 -1.74 0.68
C12 -3.02 1.60 -0.31
C13 -2.31 2.66 -0.88
C14 -0.97 2.85 -0.57
H1 1.23 4.36 0.12
H2 2.81 3.55 0.04
H3 1.62 3.29 -1.25
H4 1.54 0.09 0.65
H5 1.76 0.85 -0.95
H6 2.99 1.07 0.32
H7 1.13 1.62 2.66
H8 2.56 2.61 2.24
H9 0.96 3.38 2.44
H10 -4.69 -0.54 -0.48
H11 -5.24 -1.31 1.01
H12 -5.23 0.46 0.90
H13 -2.32 -0.48 3.12
H14 -3.85 0.44 3.05
H15 -3.89 -1.34 3.03
H16 -1.53 -1.78 1.03
H17 -3.11 -2.61 1.06
H18 -2.58 -1.78 -0.42
H19 -4.05 1.43 -0.63
H20 -2.81 3.32 -1.59
H21 -0.43 3.63 -1.09
C15 -5.98 -0.78 6.60
C16 -5.09 -1.73 7.11
C17 -3.96 -1.32 7.83
C18 -3.77 0.05 8.04
O2 -2.59 0.50 8.67
C19 -1.44 0.41 7.89
C20 -1.10 1.49 7.06
C21 -0.15 1.31 6.09
C22 0.58 0.09 5.96
C23 1.52 -0.04 4.91
C24 2.48 -1.08 4.76
C25 3.78 -0.77 4.26
C26 4.75 -1.75 4.12
C27 4.47 -3.08 4.47
C28 3.19 -3.41 4.95
C29 2.20 -2.45 5.07
C30 0.35 -0.90 6.96
C31 -0.70 -0.78 7.86
C32 -4.68 1.01 7.59
C33 -5.76 0.58 6.82
H22 -6.85 -1.11 6.03
H23 -5.25 -2.79 6.95
H24 -3.24 -2.03 8.23
H25 -1.65 2.43 7.17
H26 0.08 2.12 5.39
H27 1.63 0.83 4.28
H28 4.00 0.27 4.00
H29 5.74 -1.49 3.73
H30 5.24 -3.85 4.37
H31 2.97 -4.44 5.23
H32 1.20 -2.73 5.37
H33 0.99 -1.77 7.03
H34 -0.98 -1.61 8.52
H35 -4.51 2.05 7.83
H36 -6.45 1.33 6.41



3.
Computed, not measured: C14H30N2RuS4 as an isolated structure in a non-equilibrium geometry, with wB97M-V/def2-TZVPD.

Properties
multiplicity: 2
Kohn-Sham gap (alpha / beta): 6.93 / 7.13 eV
energy relative to the best compared isomer or geometry (same formula, charge and spin): 4.62 kcal per mole
total charge: +3

Geometry (Å):
Ru1 -0.75 0.03 0.31
C1 -2.00 1.33 3.07
C2 -3.09 1.64 2.06
S1 -2.27 1.84 0.45
C3 -3.50 1.38 -0.80
C4 -2.76 1.19 -2.11
S2 -1.33 0.06 -2.05
C5 -2.02 -1.59 -2.29
C6 -2.85 -2.09 -1.12
S3 -1.79 -2.05 0.35
C7 -2.95 -1.88 1.73
C8 -2.13 -1.51 2.95
S4 -0.99 -0.12 2.70
H1 -2.42 1.20 4.07
H2 -1.27 2.15 3.14
H3 -3.58 2.57 2.32
H4 -3.85 0.86 1.97
H5 -4.22 2.19 -0.90
H6 -4.03 0.50 -0.46
H7 -2.34 2.13 -2.47
H8 -3.44 0.82 -2.89
H9 -1.15 -2.21 -2.46
H10 -2.60 -1.59 -3.21
H11 -3.15 -3.12 -1.30
H12 -3.74 -1.50 -0.93
H13 -3.46 -2.84 1.88
H14 -3.70 -1.14 1.46
H15 -1.49 -2.34 3.26
H16 -2.78 -1.27 3.79
C9 4.91 0.58 -2.12
C10 4.43 1.30 -0.87
N1 3.38 0.53 -0.14
C11 3.89 -0.51 0.81
C12 3.79 -1.92 0.25
C13 2.12 0.72 -0.35
C14 1.66 1.76 -1.33
N2 1.17 0.01 0.36
H17 5.63 1.22 -2.63
H18 4.10 0.36 -2.81
H19 5.42 -0.35 -1.87
H20 4.05 2.29 -1.10
H21 5.25 1.43 -0.16
H22 3.36 -0.40 1.76
H23 4.92 -0.25 1.01
H24 2.76 -2.21 0.00
H25 4.16 -2.62 1.00
H26 4.39 -2.04 -0.64
H27 1.98 2.75 -1.01
H28 0.58 1.77 -1.40
H29 2.08 1.57 -2.32
H30 1.60 -0.61 1.04